{"formula": "C3H4BaFO2", "method": "ωB97M-V/def2-TZVPD", "species": ["O", "Ba", "C", "C", "H", "H", "F", "C", "O", "H", "H"], "positions_angstrom": [[0.0667, -1.2854, -0.1798], [-1.9895, -0.4169, -3.1173], [0.0177, -0.4082, -1.2285], [0.3721, -0.5451, 1.0113], [1.4560, -0.5435, 1.1877], [-0.1378, -1.0318, 1.8496], [1.3524, -0.1618, -1.6658], [-0.1648, 0.8578, 0.7100], [-0.4529, 0.8119, -0.6977], [0.5805, 1.6399, 0.8963], [-1.1004, 1.0832, 1.2342]], "forces_ev_per_a": [[-0.163, -0.189, -0.007], [1.199, 0.198, 1.235], [-0.584, -0.117, -1.197], [0.219, 0.029, 0.371], [-0.287, 0.000, -0.064], [0.165, 0.112, -0.215], [-0.258, 0.015, 0.165], [0.101, 0.194, 0.308], [-0.412, -0.068, -0.591], [-0.245, -0.180, 0.029], [0.265, 0.006, -0.036]], "mulliken_charge": [-0.38, 1.65, 0.02, -0.36, 0.25, 0.27, -0.35, -0.27, -0.30, 0.23, 0.24], "total_charge": 1, "homo_lumo_gap_ev": 6.41}

{"formula": "C3H4Br2", "method": "ωB97M-V/def2-TZVPD", "species": ["C", "C", "C", "Br", "Br", "H", "H", "H", "H"], "positions_angstrom": [[-0.8185, 0.1069, 0.7111], [-0.4309, -0.2212, -0.7058], [0.4474, 0.5500, 0.1350], [1.4236, 2.0996, 0.0194], [2.6270, -1.5371, -0.1939], [-1.5779, 0.8186, 0.9087], [-0.6835, -0.7837, 1.3385], [-0.0582, -1.2497, -0.7679], [-0.9289, 0.2166, -1.4450]], "forces_ev_per_a": [[1.317, -1.306, 0.939], [2.147, -2.314, 2.203], [1.116, -0.010, -0.243], [-0.384, -0.278, 0.051], [-0.757, 0.773, 0.375], [-0.521, 0.521, 0.423], [-0.564, 0.650, 0.212], [-0.550, 0.394, -0.673], [-1.804, 1.570, -3.287]], "mulliken_charge": [-0.27, -0.33, -0.11, 0.01, -0.31, 0.29, 0.22, 0.16, 0.32], "total_charge": 0, "homo_lumo_gap_ev": [8.15, 5.98], "de_lowest_kj_mol": 276.6}